16
Properties=species:S:1:pos:R:3:forces:R:3 method="wB97M-V/def2-TZVPD" lumo_ev=1.18 charge=0 de_lowest_kcal_mol=37.48 e_homo_ev=-9.663
O 1.414152 0.540187 0.602332 0.0 0.1 0.0
C -0.627840 -0.823506 -0.071342 0.0 0.2 0.0
C -1.801706 0.129201 -0.281510 -0.5 0.1 0.0
C -0.959286 1.276096 0.301523 -0.1 0.1 0.0
C 2.170579 -0.576986 0.205772 0.1 -0.3 -0.1
C 0.261629 0.495150 -0.177249 -0.4 -0.5 -0.1
H -0.609024 -1.203244 0.963440 0.1 0.3 -0.2
H 2.948781 -0.761473 0.949117 -0.1 -0.1 -0.1
H 0.514630 0.731774 -1.229976 -0.2 -0.2 0.2
H -0.577083 -1.697667 -0.739176 0.3 0.5 0.0
H -1.140186 2.288758 -0.066068 0.2 -0.1 0.0
H -0.971944 1.264429 1.397264 -0.1 0.0 -0.2
H -2.755240 -0.119221 0.177194 -0.1 0.1 0.0
H 2.621415 -0.422345 -0.787657 0.0 0.0 0.2
H 1.443448 -1.402025 0.113735 1.0 -0.2 0.2
H -1.932332 0.280867 -1.357399 -0.2 0.0 0.1

=====

172
Properties=species:S:1:pos:R:3:forces:R:3 method="wB97M-V/def2-TZVPD" lumo_ev=1.59 charge=-1 de_lowest_kcal_mol=51.52 e_homo_ev=-4.064
Cl -5.503145 -0.908187 -6.059630 -0.4 -0.2 0.1
O 16.432288 -1.477396 3.325477 0.1 -0.1 0.1
O 16.681261 -1.773204 1.095475 0.2 0.1 -0.1
O 13.731111 4.604822 3.663318 0.0 -0.1 -0.1
O 0.178216 2.808061 -0.384370 0.1 0.2 0.0
O 12.209374 3.330286 4.509458 0.1 0.1 -0.2
O 0.309231 3.789706 5.365469 0.1 0.0 0.1
O 2.655127 -0.931780 4.168744 0.1 -0.2 0.0
O 7.335421 -1.000187 5.258205 0.3 0.1 0.1
O -5.834044 -3.887257 -2.611211 -1.0 0.6 -0.2
O 16.501388 0.238792 1.859692 0.2 -0.1 0.0
O 8.904213 0.592921 5.569602 0.2 0.0 0.0
O 2.635749 -0.686024 2.027345 0.2 0.0 0.1
O 4.428389 0.069096 3.183210 -0.5 0.1 -0.2
O 8.564983 -1.111436 7.027715 0.1 -0.1 -0.1
O -3.548042 -3.457248 -2.728882 -0.9 0.5 -0.7
O -9.896175 -5.013776 -8.344053 0.0 -0.1 -0.1
O -9.837735 -5.011521 -10.502217 0.1 -0.1 0.0
O 13.859584 2.375991 3.292042 -0.5 0.6 -0.1
O 0.625623 4.287377 7.443266 0.2 0.0 -0.1
O -11.654772 -5.877396 -9.468699 -0.1 -0.1 0.0
O -0.802348 5.555452 6.230173 0.0 0.2 0.0
O -1.948410 -1.325055 0.042891 0.7 -0.4 0.7
O -1.227498 4.560636 -0.140969 -0.1 0.1 0.0
O 1.022341 4.752895 0.015958 0.2 0.0 -0.1
O -7.572840 2.659472 -2.253373 -0.1 -0.4 0.4
C 16.246151 1.127917 2.953740 0.5 0.0 0.3
C -0.398363 3.989531 4.140274 -0.2 -0.1 -0.4
C 3.350757 -0.469438 3.131278 -0.6 0.0 -0.1
C -7.866972 2.613039 -4.750306 1.0 -0.7 -0.4
C 9.589550 -0.597810 7.884925 0.2 0.2 0.4
C -10.569775 -5.360091 -9.441533 0.2 0.3 0.1
C 13.313985 3.339578 3.769178 -0.4 0.1 0.4
C -6.500243 -2.434208 -6.049170 0.3 -1.7 -1.3
C -4.230386 -2.442862 -3.438457 1.2 0.8 -1.6
C -5.817733 -2.750234 -3.501140 1.7 -2.0 1.2
C 3.218010 -0.145192 0.840456 0.0 0.1 -0.4
C -1.002293 4.752505 9.197229 -0.2 -0.1 -0.2
C -9.162800 -2.210884 -3.470238 -0.3 -0.9 0.6
C 3.259527 -0.753372 5.457261 0.2 0.2 0.5
C 9.113797 0.616927 8.657027 -0.2 0.2 -0.1
C -10.581350 -0.003049 -5.283494 0.6 1.8 0.0
C -8.532650 1.612496 -5.786572 0.1 0.8 0.8
C -0.122997 4.089488 -0.174558 0.1 -0.3 0.1
C -10.613317 -5.239190 -7.129668 0.0 0.0 0.5
C 14.970673 4.748824 2.973307 0.3 0.2 -0.2
C 3.152412 0.684399 5.924875 -0.1 0.2 -0.2
C -0.961824 1.947482 -0.503743 -0.3 -0.4 -0.2
C -1.879053 -2.751804 -0.088645 0.1 -1.2 -0.3
C -3.170359 -3.490076 0.397391 0.1 0.7 -0.5
C -8.076196 -2.117135 -2.325958 -0.4 0.1 -0.5
C -10.542623 -1.547258 -3.132654 0.2 0.7 0.0
C -6.718402 -1.617087 -2.920356 0.2 -0.5 0.4
C -6.164163 -3.205837 -7.400299 -0.7 0.3 -0.1
C 0.894293 6.151339 0.291646 -0.1 0.5 0.2
C 12.436702 1.266764 5.788204 0.4 0.1 0.0
C -7.435440 1.865742 -3.432685 -0.4 -0.1 -0.4
C 11.637055 2.034884 4.755526 -0.3 -0.5 0.2
C 0.351203 5.084114 8.600646 -0.2 0.3 0.5
C -10.761804 -0.110754 -3.732173 -0.8 -0.7 -0.1
C -8.705022 2.276058 -1.488351 -0.8 0.0 -0.4
C -1.471576 -0.869852 1.298284 -0.3 0.4 0.5
C -11.526077 -4.287916 -12.104215 -0.1 0.2 0.2
C -10.431040 -5.283412 -11.775769 -0.3 0.0 -0.5
C -10.091719 1.483067 -5.624630 -0.3 -0.8 -0.7
C -6.181644 -3.419068 -4.868162 0.0 1.8 0.0
C 15.317166 -3.740275 1.556622 -0.2 0.2 0.1
C 8.332328 -0.410094 5.913512 -0.4 -0.2 0.1
C -0.029069 4.641824 6.334326 0.0 -0.3 0.0
C 6.905442 -0.293386 4.085042 0.4 0.0 -0.3
C 16.704160 -3.191812 1.285840 -0.1 -0.5 0.1
C 0.422648 6.395958 1.710707 -0.1 -0.1 0.1
C -4.456559 -3.132784 -0.433200 -0.4 0.3 1.1
C 16.534229 -1.046857 2.207459 -0.1 0.2 -0.3
B -4.597480 -4.000419 -1.830896 0.7 0.3 1.0
H -11.412421 -2.168141 -3.451944 0.7 0.2 0.1
H 10.631054 2.208155 5.130944 0.1 0.2 -0.1
H -8.491707 3.511400 -4.558338 0.2 -0.7 0.1
H -0.304731 5.013924 3.794352 -0.1 0.0 0.2
H -1.810816 4.997726 8.508619 0.1 0.1 0.0
H 13.445046 1.050463 5.432835 -0.1 -0.1 -0.1
H -11.910927 -4.457523 -13.111138 0.1 0.0 0.0
H 6.422213 0.637970 4.369016 0.1 0.0 0.0
H 11.948428 0.322773 6.024748 0.0 0.0 -0.1
H -6.971977 -3.045968 -8.159330 0.7 0.1 0.5
H -8.736763 1.169940 -1.313725 0.1 0.8 -0.1
H 2.111261 1.013526 5.904320 0.0 -0.1 0.1
H -4.418027 -2.028236 -0.625502 -0.2 -0.6 0.2
H -6.140974 -1.147538 -2.085645 -0.3 -0.2 -0.8
H 9.834262 -1.398728 8.582676 -0.2 -0.1 -0.2
H -3.304743 -3.203927 1.474025 0.1 -0.4 -0.6
H -5.334427 -3.322198 0.252212 0.6 0.2 -0.6
H -0.581353 6.003082 1.869958 0.0 0.1 -0.2
H -5.200240 -2.851832 -7.828792 -0.6 -0.4 0.4
H 1.887760 6.580375 0.159289 0.1 -0.3 -0.1
H -9.367297 -3.302072 -3.631155 0.2 0.8 0.0
H 0.038504 3.328594 3.393214 0.1 -0.1 0.2
H -8.694584 -1.848620 -4.409301 -0.6 0.0 0.5
H -11.457616 -4.552132 -7.062017 0.0 -0.1 -0.1
H 3.191174 0.944552 0.874720 0.1 0.0 0.0
H 2.617640 -0.482834 -0.001685 -0.1 -0.1 0.2
H -1.638624 -2.957360 -1.157745 -0.6 0.1 0.7
H -6.150407 -4.304974 -7.216850 0.2 0.8 -0.1
H -1.468509 1.869844 0.457397 -0.1 0.1 -0.1
H 16.358356 2.143645 2.585597 0.0 -0.2 -0.2
H -8.267165 1.990061 -6.800403 -0.3 -0.4 0.6
H -10.514162 2.171439 -4.857831 0.5 -0.3 -0.4
H 7.742705 -0.101872 3.412106 0.1 0.1 0.2
H -0.571488 -0.217095 1.168658 -0.6 -0.4 0.1
H -10.571621 1.762778 -6.594192 0.4 0.0 0.7
H 11.541072 1.475943 3.822416 0.2 0.1 0.0
H 17.405310 -3.457658 2.080183 -0.1 0.2 0.1
H -8.045877 0.612444 -5.658084 -0.3 0.8 -0.2
H 15.781253 4.328490 3.570463 0.0 -0.1 -0.1
H -8.061379 0.947051 -3.359237 0.4 0.5 0.2
H -9.623628 2.567774 -2.069338 0.4 -0.3 0.6
H 1.081077 5.891232 2.420325 0.1 0.1 -0.1
H 4.239890 -0.498534 0.704810 0.0 0.1 0.1
H 17.088759 -3.618550 0.359343 0.0 0.3 -0.1
H -1.074268 3.683217 9.407640 0.1 0.1 0.1
H -11.525795 -0.134069 -5.853852 0.5 -0.4 0.6
H -10.796365 -6.312154 -11.813330 -0.1 0.1 0.2
H -1.187422 -1.688348 1.999251 -0.2 0.4 -0.6
H -7.995079 -3.121115 -1.848514 0.4 0.8 -0.4
H -1.023535 -3.186849 0.501190 -0.4 0.7 -0.3
H -10.953757 -6.271510 -7.057429 -0.1 0.1 -0.1
H 16.960582 0.968634 3.763964 0.0 -0.1 -0.1
H 1.133403 4.852511 9.323776 0.1 -0.2 -0.2
H -2.286696 -0.290611 1.798587 0.6 -0.2 -0.3
H 3.538358 0.790261 6.939988 0.0 -0.1 0.0
H -10.605643 -1.448440 -2.020616 -0.1 -0.2 -0.7
H 4.296472 -1.098450 5.445391 0.0 0.1 -0.2
H -1.160864 5.307232 10.123360 0.1 0.0 0.0
H 8.197602 0.385405 9.204528 0.1 -0.1 0.1
H -9.804364 -0.674408 -5.705683 -0.6 0.1 0.4
H 8.885571 1.448050 7.989388 0.1 0.0 0.0
H -12.356758 -4.365281 -11.402652 0.0 -0.1 0.0
H -9.932239 -5.037955 -6.304912 0.1 0.1 -0.2
H -7.068372 -4.071290 -4.711964 0.5 0.3 -0.2
H -8.423984 -1.434128 -1.506398 0.3 -0.3 -0.8
H -11.144830 -3.266621 -12.037671 0.1 -0.1 -0.1
H 0.236769 6.627464 -0.439078 -0.1 -0.2 0.1
H 14.628334 -3.443024 0.762971 0.1 -0.1 -0.1
H -1.448194 3.723330 4.267768 0.0 0.1 0.0
H -3.711665 -2.456163 -4.438407 -1.0 0.1 0.4
H 12.540071 1.853546 6.704317 -0.2 0.0 0.0
H 15.339060 -4.829528 1.617024 0.0 0.0 0.0
H 15.238725 0.995144 3.306668 0.1 -0.2 0.1
H -5.299637 -4.029255 -5.171993 -0.7 0.3 0.4
H -7.564694 -2.139577 -6.137572 0.7 0.1 0.5
H 14.934284 4.276684 1.991589 0.0 -0.1 0.1
H -8.740659 2.798308 -0.508646 0.4 -0.2 -0.7
H -1.648168 2.302220 -1.271374 0.0 0.1 0.1
H 14.912796 -3.353601 2.492052 0.1 0.0 0.0
H 0.436917 6.146172 8.360211 -0.1 -0.1 -0.2
H -6.375298 1.517932 -3.464912 -0.8 0.4 -0.2
H -6.910373 -0.875979 -3.725727 0.1 -0.2 0.7
H -2.951287 -4.585117 0.331320 -0.2 0.7 0.1
H -0.605543 0.960398 -0.789215 0.2 0.1 0.0
H -4.397330 -5.143358 -1.492103 0.1 -0.7 -0.2
H 3.711489 1.358107 5.274812 0.1 -0.1 0.0
H -3.994815 -1.398120 -3.083830 -0.5 -0.7 0.3
H 10.491577 -0.382440 7.311804 -0.2 0.1 -0.1
H 0.411692 7.463681 1.935725 0.0 0.0 0.0
H 9.876169 0.945656 9.365166 0.0 -0.1 0.0
H 15.150696 5.813762 2.841180 -0.2 0.0 0.1
H 2.713064 -1.400671 6.142833 -0.1 -0.1 -0.3
H -11.832284 0.154513 -3.520624 0.8 0.0 -0.1
H -10.164765 0.658289 -3.191279 -0.2 -0.7 -0.5
H -9.630390 -5.197977 -12.510509 0.2 0.0 0.2
H 6.188359 -0.914432 3.573595 0.1 -0.2 0.2
H -6.921670 2.977743 -5.220298 -0.7 0.0 0.3

=====

Orbital gap (computed, eV): 10.84 5.66